Record 1
Computed, not measured: 2 unconnected molecules or ions with the total composition C19H44N2O3P, with the ωB97M-V functional and the def2-TZVPD basis.

As for the spin multiplicity: 1. As for the charge: +1. Its largest force on an atom is 0.0518 hartree/bohr. Its gap between HOMO and LUMO is 0.3231 Eh. The calculation puts the highest occupied orbital energy at -11.97 eV.

The geometry in XYZ format:
```
69
Properties=species:S:1:pos:R:3:forces:R:3
C 2.8783 -3.7736 3.0508 0.551 -0.981 0.025
C 2.4841 -4.6602 1.8169 -0.264 0.481 0.917
C 1.2512 -4.1385 0.9984 0.582 -1.445 -0.429
C 1.5365 -4.3137 -0.5379 -1.405 0.637 -0.368
C 1.5529 -2.9815 -1.3594 1.173 0.002 -0.246
C 2.1453 -1.7611 -0.5959 -0.450 0.901 -0.164
C 2.5460 -0.5675 -1.5417 -0.545 -0.681 -0.507
C 1.4514 0.5520 -1.6477 1.023 -0.078 -0.480
C 1.6836 1.7853 -0.7047 -0.083 -0.166 -0.378
C 1.0742 1.6648 0.7310 0.574 0.127 0.367
P 2.1936 0.5813 1.8557 0.259 -2.520 0.819
O 3.7277 0.4423 1.1725 -1.417 1.107 0.811
O 2.4213 1.4103 3.3172 0.033 0.206 -1.791
N 0.9700 3.0294 1.3812 0.270 0.779 -0.955
C 0.0199 3.9497 0.6952 -1.913 1.394 -0.777
C -1.3861 3.3288 0.4410 -0.061 -0.543 -0.496
C -1.2896 1.8754 -0.1698 0.082 0.379 1.406
C -0.3475 1.0416 0.8081 -0.571 0.589 -1.501
N -0.9630 1.1159 2.1407 0.149 -0.475 -0.198
C -1.9137 -0.0088 2.2801 0.200 -1.425 0.456
C -1.1887 -1.3661 2.6517 -1.202 0.555 -0.417
H 3.2324 -4.4621 3.8499 -0.177 0.547 -0.340
H 3.7583 -3.1457 2.7999 -0.758 0.031 0.185
H 2.0445 -3.1928 3.4824 0.370 -0.113 -0.396
H 2.2473 -5.6748 2.1987 0.104 0.525 -0.317
H 3.3895 -4.7805 1.1921 -0.568 0.152 0.126
H 0.9171 -3.1271 1.2850 0.481 -0.350 -0.202
H 0.4082 -4.8217 1.2413 0.371 0.579 -0.040
H 2.4653 -4.8698 -0.7513 -0.333 0.302 0.426
H 0.7100 -4.9288 -0.9588 0.614 0.253 0.127
H 0.5689 -2.7093 -1.7946 0.366 -0.187 0.445
H 2.2188 -3.1575 -2.2369 -0.488 0.099 0.418
H 3.0129 -1.9989 0.0461 -0.496 -0.270 -0.262
H 1.3328 -1.3654 0.0595 0.688 -0.393 -0.062
H 3.5424 -0.1530 -1.2927 -0.649 -0.106 0.001
H 2.6499 -0.9999 -2.5629 0.018 0.322 0.569
H 1.5280 0.9450 -2.6852 -0.175 -0.071 0.653
H 0.4496 0.0937 -1.5720 0.405 0.328 0.111
H 2.7867 1.9258 -0.6461 -0.642 -0.072 0.177
H 1.3167 2.6759 -1.2582 -0.093 -0.462 0.638
H 4.3671 1.0585 1.5521 0.286 0.037 -0.214
H 3.2225 1.9512 3.3196 0.011 0.202 0.313
H 1.9028 3.4479 1.3235 -0.160 0.056 0.202
H 0.7145 2.9893 2.3716 0.023 -0.398 -0.077
H 0.3986 4.3196 -0.2769 0.357 -0.558 0.672
H -0.1234 4.8597 1.3132 0.359 -0.592 -0.113
H -1.9812 3.3362 1.3733 0.444 -0.278 -0.485
H -1.9492 3.9695 -0.2675 0.544 -0.155 0.344
H -0.9298 1.8693 -1.2130 -0.079 0.081 0.511
H -2.3011 1.4248 -0.1607 0.531 0.277 -0.089
H -0.3103 0.0037 0.4114 0.291 0.500 0.425
H -0.2809 1.0019 2.8894 0.049 -0.109 -0.141
H -2.4215 -0.2027 1.3134 0.156 0.472 0.547
H -2.6978 0.1648 3.0370 0.466 0.437 -0.337
H -1.9718 -2.0274 3.0771 0.613 0.174 -0.219
H -0.3871 -1.2282 3.3982 -0.269 -0.102 -0.449
H -0.8414 -1.8202 1.7071 0.270 0.005 0.700
C -5.2960 2.6668 -4.0648 0.005 0.252 0.003
C -4.1529 2.1201 -3.2247 -0.519 -0.451 -0.228
C -3.6896 0.7643 -3.7358 0.243 -0.024 0.053
O -4.5709 2.0026 -1.8630 0.414 0.229 0.230
H -6.1604 1.9983 -4.0243 0.088 -0.087 -0.051
H -5.6236 3.6348 -3.6822 0.068 -0.009 -0.029
H -4.9982 2.7867 -5.1079 -0.040 -0.020 0.018
H -3.3169 2.8235 -3.2412 -0.040 0.013 0.189
H -4.5008 0.0329 -3.6845 -0.052 0.083 -0.080
H -2.8742 0.3794 -3.1185 0.016 0.046 -0.038
H -3.3444 0.8278 -4.7692 -0.028 -0.037 0.020
H -5.3088 1.3857 -1.8324 -0.068 -0.002 -0.030
```
Positions in Å, forces in eV/Å.

Here are the natural (NBO) charges for atoms 1 to 6, given in e:
1 C -0.62
2 C -0.40
3 C -0.42
4 C -0.40
5 C -0.40
6 C -0.41

Record 2
Computed, not measured: a molecular structure, C5H11CuN5O6S, with the ωB97M-V functional and the def2-TZVPD basis.

As for the spin multiplicity: 2. The relative energy (zero: lowest compared OMol25 entry of this formula, charge and spin) comes out at 13.6 kcal per mole. As for the expectation value of S²: 0.7526. As for the charge: 0. Its largest force on an atom is 0.0037 hartree/bohr. Its gap between HOMO and LUMO (spin up / spin down) is 0.2557 / 0.2895 Eh. The calculation puts the highest occupied orbital energy (spin up / spin down) at -6.81 / -7.88 eV.

The geometry in XYZ format:
```
29
Properties=species:S:1:pos:R:3:forces:R:3
Cu -0.4586 0.2516 -0.7576 -0.038 0.012 0.039
C 5.0526 0.4850 0.4113 0.008 -0.020 0.002
O 4.0711 1.5138 0.2464 0.062 0.044 0.056
C 2.9822 1.1541 -0.4443 -0.037 -0.102 -0.049
O 2.8320 0.0671 -0.9592 -0.020 -0.021 -0.030
N 2.1290 2.2055 -0.5102 0.053 0.120 0.056
N 0.8267 2.0686 -0.9977 -0.097 -0.017 -0.025
H 5.8609 0.9430 0.9718 -0.001 0.005 0.000
H 5.4079 0.1361 -0.5563 -0.002 0.005 -0.005
H 4.6328 -0.3506 0.9679 -0.005 0.003 0.000
H 2.3819 3.0387 -0.0045 -0.018 0.000 0.011
H 0.7394 2.5255 -1.8980 0.045 0.006 -0.001
H 0.1768 2.4942 -0.3404 -0.014 -0.008 -0.009
N 0.5921 -1.6951 -0.9968 -0.044 -0.007 -0.045
N 0.2558 -2.2812 -2.2081 0.050 -0.035 0.007
C -0.7312 -1.7777 -2.9712 -0.108 -0.014 -0.157
N -0.9292 -2.4209 -4.1443 0.024 0.015 0.050
S -1.6814 -0.4555 -2.5681 0.009 0.050 0.045
H 1.5312 -1.3019 -0.9938 0.004 -0.028 0.013
H 0.4116 -2.3091 -0.2148 0.054 0.004 0.022
H 0.8653 -2.9825 -2.6020 0.012 -0.008 0.041
H -0.5636 -3.3446 -4.3032 0.004 0.001 0.007
H -1.7152 -2.1262 -4.6957 -0.005 -0.003 -0.003
O -1.5275 2.2473 3.0020 -0.022 -0.015 -0.004
C -1.2045 1.7677 1.9672 0.027 -0.009 0.023
O -1.4110 1.7357 0.7661 0.017 0.012 -0.056
C 0.4021 0.4489 2.3144 -0.018 -0.038 -0.074
O 0.8932 0.6996 3.3656 -0.008 0.027 0.000
O 0.4424 -0.2609 1.3284 0.066 0.020 0.087
```
Positions in Å, forces in eV/Å.

Here are the natural (NBO) charges for atoms 1 to 6, given in e:
1 Cu 0.81
2 C -0.25
3 O -0.51
4 C 0.90
5 O -0.69
6 N -0.48

Record 3
Computed, not measured: a molecular structure, C4H7CuO3, with the ωB97M-V functional and the def2-TZVPD basis.

As for the spin multiplicity: 2. The relative energy (zero: lowest compared OMol25 entry of this formula, charge and spin) comes out at 63.5 kcal per mole. As for the expectation value of S²: 0.7631. As for the charge: -1. Its largest force on an atom is 0.0760 hartree/bohr. Its gap between HOMO and LUMO (spin up / spin down) is 0.1946 / 0.1869 Eh. The calculation puts the highest occupied orbital energy (spin up / spin down) at -2.60 / -2.40 eV.

The geometry in XYZ format:
```
15
Properties=species:S:1:pos:R:3:forces:R:3
H -1.2548 1.3108 0.9500 -0.229 0.154 -0.160
Cu 1.4474 2.1060 -0.2064 -0.566 -0.913 0.007
O -0.1038 0.7455 -0.6269 3.494 -0.963 -1.454
O -1.0221 -0.7557 0.7635 -2.671 1.993 1.087
C 0.7540 -0.7908 -0.3130 0.505 1.151 -3.341
C 1.8273 -0.4844 0.7541 -1.037 -0.932 2.731
O 2.4570 0.7305 0.5962 0.479 -0.155 -0.342
C -1.2458 0.4792 0.2075 -0.553 -3.060 1.321
H 0.0399 -1.2659 -1.0073 -1.779 -0.891 2.685
H 1.4190 -1.4118 -0.9577 2.321 2.232 -2.174
H 2.5485 -1.3360 0.7208 -0.105 0.365 -0.342
H 1.3876 -0.5890 1.7746 -0.057 0.405 -0.322
C -2.4842 0.4259 -0.6329 0.091 0.448 -0.017
H -3.0559 1.3317 -0.8461 -0.097 -0.195 0.066
H -2.7142 -0.4960 -1.1765 0.203 0.361 0.258
```
Positions in Å, forces in eV/Å.

Here are the natural (NBO) charges for atoms 1 to 6, given in e:
1 H 0.07
2 Cu 0.85
3 O -0.76
4 O -0.85
5 C -0.07
6 C -0.07